Version w
Density functional theory data (ωB97M-V/def2-TZVPD) for a structure of composition C5H11Cl2N2.

The geometry in XYZ format:
```
20
Properties=species:S:1:pos:R:3:mulliken_charge:R:1
C -1.2892 -0.7546 -0.0511 -0.59
C -1.1266 0.6264 0.6219 -0.79
C 0.1024 -0.9599 -0.7377 -0.58
C 0.8860 0.2625 -0.2702 0.43
C 0.4587 2.6714 0.2977 -0.84
N 0.1367 1.2197 0.1472 0.12
N 0.5439 -2.3940 -0.4009 -0.20
Cl 2.3188 0.5807 -1.2219 -0.12
Cl 1.3998 -0.7844 1.6410 -0.41
H -1.5934 -1.5981 0.7867 0.30
H -2.1083 -0.9199 -0.8047 0.39
H -1.9665 1.1429 0.2041 0.38
H -1.1379 0.7084 1.6951 0.42
H -0.0470 -0.7002 -1.8244 0.48
H 1.3193 2.8269 -0.3805 0.30
H -0.3474 3.2315 -0.1427 0.35
H 0.6418 2.9609 1.3064 0.31
H 0.7133 -2.3498 0.6357 0.32
H 1.3705 -2.7137 -0.8800 0.34
H -0.2750 -3.0566 -0.6216 0.38
```

total charge	+1
LUMO energy	-3.5	eV
Kohn-Sham gap	9.850	eV


Version x
Density functional theory data (ωB97M-V/def2-TZVPD) for the ion C5H11Cl2N2 with charge +1.

The geometry in XYZ format:
```
20
Properties=species:S:1:pos:R:3:mulliken_charge:R:1
C 0.0026 0.7685 1.7911 -0.88
N -0.0325 0.3565 0.3783 -0.38
C -0.5699 1.4769 -0.4299 -1.01
C -0.8688 -0.8581 0.1607 -0.51
C -0.4001 -1.5055 -1.1638 -0.54
N 0.6810 -0.6836 -1.6631 -0.50
C 1.3122 -0.0312 -0.1384 0.67
Cl 2.0450 -1.3190 0.8011 -0.05
Cl 2.3987 1.2835 -0.4050 -0.06
H 0.7384 1.5621 1.9195 0.36
H -0.9805 1.1388 2.0753 0.40
H 0.2653 -0.0684 2.4347 0.42
H 0.0860 2.3376 -0.3381 0.49
H -0.6147 1.1745 -1.4764 0.37
H -1.5572 1.7412 -0.0598 0.41
H -1.9141 -0.5617 0.1365 0.39
H -0.7101 -1.5490 0.9887 0.40
H -0.1033 -2.5440 -0.9785 0.33
H -1.1919 -1.5047 -1.9167 0.37
H 1.4139 -1.2144 -2.1162 0.30
```

SMILES	C[N+]1(C)CCNC1(Cl)Cl
total charge	+1
LUMO energy	-2.6	eV
Kohn-Sham gap	11.332	eV


version w (0.0082 hartree below the next structure)


Version w
Density functional theory data (ωB97M-V/def2-TZVPD) for the ion C4H12N4 with charge +2.

The geometry in XYZ format:
```
20
Properties=species:S:1:pos:R:3:mulliken_charge:R:1
C -1.8871 1.5514 0.0515 -1.80
C -0.6331 0.7762 0.1694 0.81
C 0.6427 1.1657 0.1700 -0.55
N 1.5066 0.0763 0.4433 0.05
N 2.7523 0.0527 -0.2883 -0.33
C 0.6847 -1.1348 0.3872 -0.67
N -0.6798 -0.6168 0.4482 0.08
N -1.7335 -1.3819 -0.1471 -0.28
H -2.3780 1.3995 -0.9113 0.44
H -1.6657 2.6125 0.1283 0.36
H -2.5779 1.3027 0.8569 0.47
H 1.0314 2.1631 0.1273 0.42
H 2.6872 -0.1129 -1.3190 0.38
H 3.3835 -0.6602 0.1235 0.39
H 3.2128 0.9726 -0.1446 0.39
H 0.8640 -1.7214 -0.5355 0.42
H 0.8884 -1.7574 1.2665 0.31
H -1.5798 -1.6948 -1.1324 0.38
H -2.5799 -0.7745 -0.1264 0.36
H -1.9388 -2.2179 0.4326 0.39
```

SMILES	CC1=CN([NH3+])CN1[NH3+]
total charge	+2
LUMO energy	-7.0	eV
Kohn-Sham gap	9.615	eV


Version x
Density functional theory data (ωB97M-V/def2-TZVPD) for the ion C4H12N4 with charge +2.

The geometry in XYZ format:
```
20
Properties=species:S:1:pos:R:3:mulliken_charge:R:1
C 0.2997 1.8219 -1.9492 -1.07
C 0.8093 1.3565 -0.6467 0.63
N 1.7931 2.0550 -0.0839 -0.30
N 0.1815 0.2874 0.2227 -0.47
C -0.1846 -0.9436 -0.0228 0.86
N 0.3070 -1.7821 -0.9565 -0.36
C -1.0625 -1.6982 0.9660 -0.86
N -1.1266 -1.0160 2.3066 -0.40
H 0.3407 1.0926 -2.7857 0.29
H 0.6959 2.7624 -2.2833 0.38
H -0.7759 2.1203 -1.9585 0.34
H 1.9886 2.9843 -0.5004 0.28
H 2.2998 1.8121 0.7494 0.25
H -0.0365 -2.6731 -0.9565 0.20
H 1.0069 -1.4598 -1.7269 0.29
H -2.1805 -1.7232 0.6325 0.34
H -0.7291 -2.6636 1.2190 0.43
H -1.2841 0.0875 2.0944 0.41
H -0.3174 -1.0455 2.8900 0.34
H -2.0252 -1.3750 2.7899 0.41
```

SMILES	C/C(N)=N\C(=[NH2+])C[NH3+]
total charge	+2
LUMO energy (spin up / spin down)	-7.9 / -7.9	eV
Kohn-Sham gap (spin up / spin down)	10.350 / 10.350	eV


Version y
Density functional theory data (ωB97M-V/def2-TZVPD) for a cluster of 2 separate species, C4H12N4 in total.

The geometry in XYZ format:
```
20
Properties=species:S:1:pos:R:3:mulliken_charge:R:1
C -1.9737 -0.0579 -0.0522 0.02
C 0.3815 -0.8694 -0.2222 0.48
C 0.6216 1.4296 0.1137 -0.74
C 2.5286 -0.1252 0.4809 -0.95
N -2.4915 0.0922 1.1275 -0.29
N 1.1044 0.1254 0.0553 0.12
N -2.5792 -0.0377 -1.2233 -0.29
N 0.2638 -2.0529 -0.6974 -0.24
H 1.1137 1.8858 -0.7299 0.45
H -0.5592 1.5149 -0.0359 0.42
H 1.0818 2.0814 0.9617 0.32
H 2.7196 -0.9731 1.2036 0.37
H 3.2522 -0.3019 -0.3001 0.39
H 2.9952 0.7296 0.8074 0.39
H -1.9346 0.1686 1.9447 0.26
H -3.4211 0.3838 1.3343 0.22
H -2.2110 -0.2019 -2.1282 0.24
H -3.5877 -0.1256 -1.1352 0.24
H -0.2946 -2.7327 -0.2300 0.29
H 0.8076 -2.2684 -1.5147 0.29
```

total charge	+2
LUMO energy (spin up / spin down)	-9.3 / -9.3	eV
Kohn-Sham gap (spin up / spin down)	8.655 / 8.656	eV


Version z
Density functional theory data (ωB97M-V/def2-TZVPD) for the ion C4H12N4 with charge +2.

The geometry in XYZ format:
```
20
Properties=species:S:1:pos:R:3:mulliken_charge:R:1
C 1.7239 -0.6677 0.4884 -0.40
C 0.0866 -0.3138 -1.4370 -0.50
C -0.5758 -0.5697 1.2403 -0.53
C -1.3081 1.2360 -0.2291 -0.37
N 1.2012 -0.9463 -0.8770 -0.12
N -1.7099 0.0057 0.4403 -0.06
N 0.6767 0.1869 1.1266 -0.18
N -0.0916 0.9969 -0.7757 0.00
H 1.9781 -1.6182 0.9111 0.37
H 2.5848 0.1095 0.4769 0.34
H 0.2516 -0.0535 -2.5512 0.41
H -0.7708 -1.0276 -1.3041 0.32
H -0.8800 -0.3544 2.2916 0.44
H -0.3599 -1.5447 0.9585 0.43
H -1.9398 1.3432 -1.1168 0.40
H -1.5907 2.1692 0.3850 0.39
H 1.8923 -1.2825 -1.4865 0.23
H -2.6695 -0.3429 0.6277 0.29
H 0.9425 0.9332 1.7164 0.29
H 0.5581 1.7407 -0.8855 0.24
```

total charge	+2
LUMO energy (spin up / spin down)	-11.3 / -12.1	eV
Kohn-Sham gap (spin up / spin down)	6.564 / 5.836	eV


version x (0.1006 hartree below the next structure)


Version w
Density functional theory data (ωB97M-V/def2-TZVPD) for the ion C4H12N4 with charge +2.

The geometry in XYZ format:
```
20
Properties=species:S:1:pos:R:3:mulliken_charge:R:1
H 2.6478 -1.6552 0.2810 0.31
N 1.6865 -1.4903 0.4320 -0.86
N 1.2247 -0.3346 0.1743 1.02
C -0.2750 -0.2275 0.1717 0.01
N -1.0963 0.7457 0.2521 -0.07
C -2.5410 0.5264 0.1529 0.04
C -3.0332 -0.7893 -0.2940 -1.49
N 1.9586 0.6506 -0.2277 -0.12
C 3.3801 0.5173 -0.1586 -0.72
H -0.8582 -1.1971 0.1730 0.53
H -0.7092 1.6219 0.5443 0.26
H -2.8322 1.4127 -0.4507 0.34
H -2.7570 0.7410 1.1301 0.37
H -4.1683 -0.7796 -0.5712 0.32
H -2.6007 -1.2932 -1.2189 0.43
H -3.0044 -1.5892 0.5129 0.46
H 1.5134 1.5619 -0.4969 0.24
H 3.8628 0.5848 -1.2262 0.34
H 3.8599 1.4127 0.4652 0.31
H 3.7416 -0.4189 0.3547 0.30
```

SMILES	[H]/N=[N+](/C=[NH+]/CC)NC
total charge	+2
LUMO energy (spin up / spin down)	-10.8 / -10.8	eV
Kohn-Sham gap (spin up / spin down)	8.559 / 8.560	eV


Version x
Density functional theory data (ωB97M-V/def2-TZVPD) for a cluster of 2 separate species, C4H12N4 in total.

The geometry in XYZ format:
```
20
Properties=species:S:1:pos:R:3:mulliken_charge:R:1
C -2.0307 0.5484 -0.4962 -0.60
C -1.1413 1.5148 -0.2561 0.33
C -3.0009 0.1562 0.4292 0.18
C 1.3035 -1.2064 -0.2963 -0.96
N -0.3004 2.3073 -0.0245 -0.20
N -3.9765 -0.6627 0.1675 -0.30
N 2.7205 0.5338 0.5019 -0.34
N 1.5399 0.2279 -0.2774 -0.27
H -2.0459 0.1412 -1.5005 0.39
H -2.9538 0.5695 1.4324 0.37
H 1.0319 -1.5389 0.7046 0.41
H 0.4666 -1.3985 -0.9610 0.28
H 2.1587 -1.7867 -0.6547 0.41
H -0.1904 3.3069 -0.0664 0.33
H 2.8641 1.5578 0.5456 0.35
H -4.6666 -0.8969 0.8726 0.27
H -4.1129 -1.0705 -0.7514 0.25
H 3.6032 0.0929 0.1593 0.39
H 2.5655 0.1956 1.4715 0.39
H 1.6893 0.5693 -1.2264 0.31
```

total charge	+2
LUMO energy	-7.4	eV
Kohn-Sham gap	9.784	eV


version x (0.1684 hartree below the next structure)